(1)
Below is a molecular structure, C28H77BF4InN7O7, with properties calculated with ωB97M-V/def2-TZVPD.

Last column: Löwdin charge in e.
Cartesian coordinates (Å):
In -1.49 -1.53 1.88  0.8822
B 0.41 3.94 -2.24  -0.8655
F -0.03 -0.13 1.78  -0.3768
F 0.31 2.81 -2.96  0.2307
F 1.52 4.40 -1.68  0.2699
F -0.65 4.72 -2.08  0.2576
C -4.62 -0.29 -0.35  -0.0413
C -3.15 -0.01 -0.53  -0.3197
C -2.96 1.31 0.24  -0.1656
O -3.62 1.26 1.50  -0.2667
C -4.00 2.54 1.99  -0.0512
N -2.33 -1.29 -0.17  0.0598
H -5.00 -1.13 -0.99  0.1079
H -5.17 0.60 -0.58  0.1002
H -4.70 -0.56 0.69  0.0730
H -3.05 0.13 -1.59  0.1393
H -3.34 2.18 -0.30  0.1354
H -1.81 1.42 0.47  0.1553
H -3.22 3.05 2.59  0.0938
H -4.86 2.43 2.65  0.0999
H -4.26 3.20 1.18  0.0901
H -1.49 -1.37 -0.80  0.1144
H -2.90 -2.05 -0.55  0.0872
C 2.82 1.87 0.23  -0.0438
C 3.31 0.74 -0.72  -0.4066
C 2.90 -0.70 -0.19  -0.2075
O 3.29 -1.00 1.13  -0.2222
C 4.64 -0.73 1.54  -0.0793
N 2.57 0.85 -1.97  0.0296
H 2.74 1.47 1.26  0.0590
H 1.77 2.07 0.01  0.0634
H 3.48 2.77 0.23  0.1053
H 4.38 0.75 -0.78  0.1219
H 3.23 -1.50 -0.92  0.1231
H 1.82 -0.74 -0.20  0.0843
H 5.30 -1.25 0.89  0.0817
H 4.77 -1.06 2.58  0.1013
H 4.92 0.31 1.50  0.0757
H 3.07 0.26 -2.65  0.0885
H 2.65 1.80 -2.34  0.0761
C 3.09 4.37 -8.36  -0.0699
C 1.94 3.48 -7.83  -0.4105
C 1.87 3.70 -6.29  -0.2111
O 1.55 5.06 -6.03  -0.1858
C 1.75 5.37 -4.67  -0.0995
N 0.72 3.92 -8.53  0.0225
H 2.93 4.42 -9.41  0.0618
H 4.13 4.05 -8.13  0.0865
H 3.02 5.41 -7.93  0.0930
H 2.05 2.45 -8.10  0.1245
H 2.87 3.45 -5.85  0.1271
H 1.07 3.11 -5.81  0.1215
H 2.37 4.62 -4.16  0.0850
H 0.83 5.41 -4.13  0.0618
H 2.22 6.34 -4.58  0.1064
H 0.48 4.84 -8.14  0.0790
H -0.09 3.30 -8.42  0.0777
C 1.17 -4.29 -4.30  -0.0529
C 0.28 -3.50 -3.36  -0.3923
C -0.93 -4.35 -2.85  -0.2160
O -1.90 -3.49 -2.36  -0.2502
C -2.96 -3.25 -3.34  -0.0608
N 0.99 -2.86 -2.19  0.0447
H 2.16 -3.82 -4.19  0.0788
H 0.87 -4.22 -5.39  0.1079
H 1.29 -5.34 -4.11  0.0726
H -0.19 -2.69 -3.87  0.1249
H -0.64 -4.99 -1.96  0.1237
H -1.31 -5.02 -3.60  0.1223
H -3.71 -4.09 -3.29  0.1076
H -2.61 -3.18 -4.38  0.0957
H -3.51 -2.31 -3.07  0.0864
H 1.80 -3.45 -1.90  0.0822
H 1.44 -2.05 -2.63  0.0679
C 0.39 4.13 4.51  -0.0395
C 0.83 2.80 3.90  -0.4406
C 1.83 2.07 4.81  -0.2226
O 2.92 2.86 5.23  -0.1667
C 3.83 3.14 4.13  -0.0831
N -0.32 1.99 3.52  0.0604
H 0.03 4.81 3.70  0.0928
H 1.28 4.63 4.91  0.0835
H -0.33 4.03 5.29  0.0724
H 1.45 3.01 3.02  0.1175
H 2.12 1.17 4.24  0.1044
H 1.28 1.78 5.72  0.1358
H 4.83 3.44 4.53  0.1105
H 3.52 3.90 3.45  0.0638
H 3.96 2.22 3.47  0.0926
H 0.04 1.51 2.68  0.0445
H -1.08 2.54 3.23  0.0351
C -3.85 -0.68 5.53  -0.0069
C -3.08 -1.43 4.45  -0.3517
C -3.97 -2.35 3.64  -0.1313
O -3.30 -2.91 2.51  -0.2623
C -3.73 -4.10 1.88  -0.0237
N -2.39 -0.45 3.53  0.0812
H -4.79 -1.12 5.91  0.1054
H -4.04 0.30 5.04  0.0998
H -3.19 -0.48 6.37  0.0945
H -2.32 -2.06 4.88  0.1329
H -4.79 -1.78 3.26  0.1427
H -4.27 -3.16 4.34  0.1649
H -4.55 -3.86 1.24  0.0995
H -4.17 -4.79 2.57  0.1084
H -2.90 -4.46 1.35  0.0755
H -1.72 0.16 4.02  0.1018
H -3.02 0.09 3.02  0.0415
C 0.91 -5.25 0.97  0.0111
C 0.06 -4.19 1.74  -0.3344
C 0.84 -3.63 2.90  -0.1316
O 0.13 -2.48 3.39  -0.2728
C 0.86 -1.66 4.30  -0.0474
N -0.22 -2.97 0.95  0.0461
H 0.66 -6.18 1.41  0.0782
H 1.95 -5.12 1.04  0.0747
H 0.65 -5.34 -0.09  0.0730
H -0.79 -4.71 2.05  0.1104
H 1.82 -3.22 2.50  0.1577
H 1.03 -4.31 3.74  0.1554
H 1.28 -0.76 3.85  0.0673
H 1.66 -2.22 4.86  0.1316
H 0.17 -1.28 5.01  0.0766
H 0.65 -2.42 0.94  0.1032
H -0.45 -3.18 -0.05  0.0951

The HOMO energy is -11.77 eV. The charge is +2. As for the HOMO-LUMO gap: 7.206 eV. As for the electronic energy: -2637.02145 Ha.

---

(2)
Below is a molecular structure, C19H29BrO13PSeZr, with properties calculated with ωB97M-V/def2-TZVPD.

Last column: Löwdin charge in e.
Cartesian coordinates (Å):
Zr -0.90 -0.68 -0.99  1.7172
C -4.26 0.92 -2.42  0.0029
C -2.87 0.80 -3.03  -0.4944
C -2.84 1.06 -4.52  -0.0068
O -2.43 -0.54 -2.73  -0.1185
C -1.96 1.81 -2.26  -0.5671
O -1.90 2.96 -2.64  0.0714
O -1.42 1.29 -1.22  -0.1705
H -4.97 0.29 -2.96  0.0879
H -4.60 1.95 -2.44  0.0954
H -4.21 0.57 -1.39  0.0955
H -3.58 0.45 -5.04  0.0873
H -1.85 0.83 -4.92  0.0963
H -3.04 2.11 -4.70  0.0879
H -1.82 -0.90 -3.41  0.0853
C 0.47 3.60 0.10  -0.0241
C 0.41 3.14 1.56  -0.6078
C 1.81 2.81 2.08  -0.0318
C -0.24 4.20 2.43  -0.0330
O -0.47 1.99 1.69  -0.1379
P -0.13 0.50 1.24  0.2861
O -1.46 -0.19 0.98  -0.3274
O 0.79 0.41 0.06  -0.3010
O 0.65 -0.14 2.49  -0.1357
C 0.05 -0.74 3.67  -0.6069
C -1.03 0.17 4.26  -0.0307
C -0.52 -2.12 3.32  -0.0284
C 1.20 -0.88 4.65  -0.0366
H 1.07 4.51 0.02  0.0877
H -0.53 3.79 -0.28  0.0829
H 0.91 2.81 -0.51  0.0795
H 2.44 3.70 2.04  0.0862
H 2.26 2.03 1.45  0.0795
H 1.76 2.45 3.10  0.0806
H 0.34 5.13 2.40  0.0839
H -0.31 3.85 3.46  0.0797
H -1.25 4.40 2.06  0.0886
H -1.82 0.32 3.52  0.0795
H -0.61 1.14 4.52  0.0804
H -1.46 -0.29 5.15  0.0871
H -1.36 -2.03 2.64  0.0742
H -0.84 -2.63 4.22  0.0893
H 0.23 -2.72 2.81  0.0894
H 1.64 0.10 4.86  0.0790
H 1.98 -1.52 4.22  0.0884
H 0.85 -1.32 5.58  0.0838
O -2.18 -2.20 -0.81  -0.6415
Se -0.93 -3.38 -0.70  1.0545
O -1.11 -4.13 0.72  -0.5775
O 0.30 -2.18 -0.43  -0.6308
O 1.43 -4.28 -3.10  0.0422
Br 3.95 -5.60 -2.02  0.7797
C 3.54 -3.74 -2.10  -0.5789
C 4.45 -2.83 -1.62  -0.1290
C 4.13 -1.48 -1.64  -0.0721
C 2.89 -1.09 -2.12  -0.0087
C 1.96 -2.01 -2.59  -0.0617
C 2.29 -3.37 -2.61  -0.3090
C 0.56 -1.49 -2.84  -0.6333
O -0.37 -2.21 -3.24  -0.0180
O 0.36 -0.24 -2.62  -0.1290
H 5.39 -3.17 -1.21  0.0973
H 4.83 -0.76 -1.25  0.1023
H 2.59 -0.05 -2.07  0.1195
H 1.72 -5.17 -2.86  0.0396

The HOMO energy is -5.97 eV. The charge is -1. As for the HOMO-LUMO gap: 8.308 eV. As for the electronic energy: -7083.84447 Ha.

---

(3)
Below is a molecular structure, C5H12O2, with properties calculated with ωB97M-V/def2-TZVPD.

Last column: Löwdin charge in e.
Cartesian coordinates (Å):
C -1.11 -0.75 1.41  -0.3764
C 0.13 0.47 -0.51  -0.3459
C 0.41 0.30 0.88  -0.1005
C 0.25 -0.68 -1.46  -0.0952
C 1.66 1.63 -0.75  -0.0144
O -1.14 -2.03 0.85  -0.0350
O -2.34 -0.10 1.22  -0.0179
H -1.73 -2.58 1.39  0.1058
H -2.54 -0.16 0.27  0.0910
H -0.94 -0.81 2.49  0.1210
H -0.72 1.12 -0.72  0.1179
H 1.27 -0.32 1.13  0.1079
H 0.26 1.19 1.50  0.1042
H 1.08 -1.34 -1.20  0.0887
H -0.68 -1.25 -1.48  0.0696
H 1.17 2.56 -1.03  0.0325
H 2.25 1.24 -1.57  0.0319
H 2.34 1.81 0.08  0.0374
H 0.41 -0.31 -2.48  0.0774

The HOMO energy is -8.22 eV. The charge is 0. As for the HOMO-LUMO gap: 9.044 eV. As for the electronic energy: -348.08320 Ha.

---

(4)
Below is a molecular structure, C31H48BCl2GeN8Si2Tc, with properties calculated with ωB97M-V/def2-TZVPD.

Last column: Löwdin charge in e.
Cartesian coordinates (Å):
Tc -0.59 0.07 -1.11  0.7300
C -2.23 1.76 1.65  -0.0333
C -1.11 0.81 1.91  -0.4048
C -0.29 0.84 3.00  -0.0432
C 0.48 -0.44 2.98  -0.3207
N 0.60 -0.53 1.49  -0.0712
N -0.77 -0.16 1.01  -0.0557
B 1.17 -1.85 0.81  -0.6683
N 2.12 -1.28 -0.28  0.0364
C 3.08 -1.82 -1.01  -0.0137
C 3.54 -0.87 -1.92  0.0202
C 2.79 0.27 -1.67  -0.3253
C 2.90 1.63 -2.26  -0.0099
N 1.89 0.00 -0.69  -0.0665
N 0.13 -2.71 0.08  0.0235
C -0.10 -4.04 0.09  -0.0545
C -0.89 -4.34 -0.98  -0.0081
C -1.09 -3.12 -1.65  -0.3247
C -1.88 -2.90 -2.90  -0.0665
N -0.46 -2.15 -1.00  -0.0005
N 1.93 -2.73 1.79  -0.0132
C 1.42 -3.52 2.76  -0.1058
C 2.47 -4.07 3.45  -0.0145
C 3.62 -3.55 2.82  -0.3542
C 5.06 -3.83 3.13  -0.0350
N 3.29 -2.75 1.82  0.1206
H -2.90 1.80 2.51  0.0962
H -1.81 2.76 1.50  0.0897
H -2.77 1.49 0.75  0.0001
H -0.43 1.47 3.87  0.1191
H -0.18 -1.28 3.25  0.1453
H 3.39 -2.84 -0.84  0.1361
H 4.32 -0.98 -2.64  0.1152
H 3.92 2.00 -2.15  0.0975
H 2.67 1.60 -3.33  0.0770
H 2.22 2.33 -1.79  0.0546
H 0.33 -4.67 0.85  0.1107
H -1.28 -5.31 -1.26  0.1042
H -2.68 -3.63 -2.97  0.0796
H -2.32 -1.90 -2.91  0.0156
H -1.25 -3.00 -3.78  0.0682
H 0.36 -3.61 2.90  0.1286
H 2.42 -4.74 4.29  0.1026
H 5.16 -4.22 4.15  0.0739
H 5.47 -4.57 2.44  0.0759
H 5.65 -2.92 3.05  0.0752
C -0.21 3.13 -3.27  -0.2368
Si -0.71 2.48 -1.52  0.4825
C -2.40 3.38 -1.46  -0.2254
C 0.33 3.52 -0.29  -0.3087
C 0.28 4.92 -0.28  -0.0965
C 0.92 5.68 0.68  -0.0813
C 1.65 5.05 1.67  -0.0861
C 1.74 3.67 1.68  -0.1056
C 1.10 2.89 0.70  -0.2755
Si 1.40 1.04 0.86  0.7212
C 3.19 0.94 1.50  -0.1326
C 1.72 -0.46 3.85  -0.0296
H -0.13 4.22 -3.27  0.0229
H -1.03 2.88 -3.95  0.0104
H 0.72 2.73 -3.67  -0.0152
H -2.30 4.44 -1.72  0.0190
H -2.90 3.32 -0.49  0.0062
H -3.07 2.93 -2.20  0.0194
H -0.31 5.42 -1.04  0.0926
H 0.85 6.76 0.66  0.1013
H 2.15 5.62 2.44  0.1008
H 2.31 3.19 2.47  0.0859
H 3.37 1.43 2.46  0.0219
H 3.84 1.43 0.77  0.0500
H 3.51 -0.10 1.61  0.0335
H 1.39 -0.65 4.87  0.0951
H 2.45 -1.22 3.59  0.0603
H 2.22 0.51 3.85  0.0625
C -3.78 -1.36 1.26  -0.2166
Ge -4.05 -0.43 -0.45  0.7301
C -5.38 1.01 -0.22  -0.2219
C -4.90 -1.74 -1.66  -0.2240
C -2.43 0.18 -1.38  -0.4792
H -4.69 -1.91 1.50  0.0169
H -3.56 -0.68 2.08  0.0038
H -2.95 -2.06 1.17  0.0036
H -6.32 0.60 0.15  0.0141
H -5.57 1.50 -1.18  0.0174
H -5.04 1.78 0.48  0.0037
H -5.95 -1.89 -1.38  0.0158
H -4.40 -2.71 -1.58  0.0018
H -4.86 -1.41 -2.70  0.0155
H -2.77 0.46 -2.40  -0.0536
Cl 0.19 -0.39 -3.68  0.6178
C -0.49 0.27 -5.20  -0.9368
Cl -2.24 0.10 -5.27  0.5637
H -0.04 -0.29 -6.01  0.0297
H -0.24 1.32 -5.24  0.0003

The HOMO energy (spin up / spin down) is -6.03 / -6.03 eV. The charge is 0. As for the HOMO-LUMO gap (spin up / spin down): 6.451 / 6.450 eV. As for the electronic energy: -5330.08593 Ha.

---

Which value of electronic energy does entry 3 give?
-348.08320 Ha